No. 1
The following is a quantum chemistry calculation of 7 unconnected molecules or ions with the total composition C27H55BN7O7, from OMol25.

```
97
C27H55BN7O7 | OMol25 | ωB97M-V with the def2-TZVPD basis set
B 1.680 -3.754 1.421
C 0.872 -2.327 1.062
C -0.601 -2.415 1.469
C -1.301 -1.108 1.708
O -0.763 -0.029 1.754
N -2.727 -1.132 1.980
C -3.428 -2.373 1.823
C -3.555 -3.308 2.857
C -4.191 -4.511 2.629
C -4.701 -4.785 1.371
C -4.607 -3.860 0.353
C -3.965 -2.650 0.582
H 2.344 -4.157 0.466
H 2.358 -3.627 2.449
H 0.847 -4.632 1.671
H 0.877 -2.223 -0.025
H 1.338 -1.460 1.523
H -1.122 -3.007 0.722
H -0.672 -2.960 2.416
H -2.823 -0.798 2.932
H -3.108 -3.075 3.813
H -4.262 -5.241 3.418
H -5.162 -5.740 1.172
H -4.987 -4.057 -0.638
H -3.849 -1.927 -0.211
C 4.702 -2.115 0.641
O 5.238 -2.994 -0.007
N 4.513 -0.855 0.191
C 3.857 0.140 1.006
C 4.958 -0.491 -1.143
H 4.301 -2.269 1.654
H 2.947 0.502 0.520
H 4.520 0.993 1.187
H 3.579 -0.301 1.962
H 4.473 -1.127 -1.886
H 6.036 -0.630 -1.234
H 4.711 0.544 -1.335
C 4.458 1.415 -4.333
O 5.107 1.615 -3.326
N 3.683 2.337 -4.935
C 2.934 2.045 -6.136
C 3.590 3.660 -4.334
H 4.440 0.434 -4.839
H 3.238 2.706 -6.951
H 1.862 2.175 -5.965
H 3.114 1.015 -6.437
H 4.564 4.141 -4.282
H 3.206 3.577 -3.317
H 2.916 4.273 -4.927
C 4.246 7.385 -2.589
O 4.668 6.342 -3.048
N 2.973 7.805 -2.705
C 2.504 9.029 -2.091
C 2.036 7.001 -3.478
H 4.880 8.075 -2.004
H 1.694 8.821 -1.389
H 2.132 9.722 -2.849
H 3.323 9.505 -1.555
H 1.953 5.997 -3.069
H 2.380 6.925 -4.511
H 1.062 7.475 -3.447
C -0.838 -6.517 0.492
O -1.932 -6.329 0.995
N -0.116 -7.647 0.640
C 1.200 -7.776 0.054
C -0.670 -8.730 1.423
H -0.324 -5.755 -0.106
H 1.232 -8.615 -0.648
H 1.952 -7.938 0.829
H 1.451 -6.858 -0.471
H -1.610 -9.078 0.990
H -0.876 -8.399 2.442
H 0.043 -9.552 1.448
C -8.643 -0.565 2.806
O -9.628 -1.131 2.367
N -7.405 -1.081 2.834
C -6.274 -0.352 3.373
C -7.176 -2.417 2.305
H -8.692 0.453 3.233
H -5.507 -0.211 2.609
H -5.832 -0.898 4.210
H -6.604 0.624 3.726
H -7.462 -2.456 1.254
H -7.785 -3.141 2.848
H -6.128 -2.680 2.395
C 0.646 6.133 -0.475
O -0.112 6.480 -1.365
N 0.255 5.668 0.721
C 1.205 5.253 1.735
C -1.169 5.569 0.994
H 1.745 6.160 -0.592
H 1.063 4.201 1.985
H 1.082 5.849 2.641
H 2.218 5.387 1.362
H -1.650 4.911 0.272
H -1.639 6.551 0.920
H -1.311 5.172 1.995
```

Computed properties:
charge = -1



No. 2
The following is a quantum chemistry calculation of a molecular structure, C18H26LuN2O3P2S2Si, from OMol25.

```
55
C18H26LuN2O3P2S2Si | OMol25 | ωB97M-V with the def2-TZVPD basis set
Lu -0.450 0.140 -0.660
S -1.454 1.825 1.105
C -2.149 0.391 1.818
S -1.645 -1.192 1.291
C -3.162 0.515 2.760
C -3.781 -0.614 3.347
N -4.302 -1.506 3.860
C -3.625 1.776 3.203
N -4.035 2.790 3.570
C 1.965 -1.960 -2.789
P 1.518 -1.897 -1.019
C 1.210 -3.657 -0.634
C 3.123 -1.587 -0.191
C 4.281 -2.257 -0.582
C 5.490 -2.018 0.046
C 5.551 -1.102 1.087
C 4.405 -0.439 1.488
C 3.181 -0.666 0.860
P 1.638 0.195 1.390
C 2.253 1.869 1.783
C 1.415 -0.498 3.068
H 2.713 -2.720 -3.019
H 2.335 -0.977 -3.080
H 1.052 -2.170 -3.347
H 2.059 -4.295 -0.892
H 0.331 -3.975 -1.195
H 0.990 -3.762 0.428
H 4.240 -2.974 -1.393
H 6.381 -2.542 -0.274
H 6.492 -0.908 1.586
H 4.465 0.268 2.306
H 2.981 1.877 2.595
H 1.389 2.471 2.071
H 2.692 2.302 0.886
H 2.312 -0.400 3.682
H 1.128 -1.546 2.993
H 0.585 0.032 3.540
O -1.242 -1.487 -2.217
C -2.299 -0.816 -2.274
O -2.376 0.335 -1.787
H -3.194 -1.252 -2.755
C -0.407 2.785 -3.175
Si 1.179 2.637 -2.154
C 2.659 2.828 -3.312
C 1.206 4.087 -0.943
O 1.225 1.203 -1.400
H -0.389 3.687 -3.791
H -1.297 2.839 -2.541
H -0.538 1.930 -3.843
H 2.625 3.780 -3.844
H 2.690 2.030 -4.055
H 3.594 2.792 -2.750
H 0.973 5.017 -1.468
H 2.179 4.215 -0.467
H 0.462 3.959 -0.154
```

Computed properties:
charge = -1



These records have HOMO-LUMO gap values of 6.97; 7.12 eV, in the order they appear.
These records have energy relative to the best compared isomer or geometry (same formula, charge and spin) values of 0.0; 0.0 kcal/mol, in the order they appear.
These records have HOMO energy values of -0.186; -0.175 Eh, in the order they appear.